Entry 1:
69
Properties=species:S:1:pos:R:3 method="wB97M-V/def2-TZVPD" charge=+2 multiplicity=1 orbital_gap_ev=7.044
Zr -0.77 -0.45 -1.01
C -0.40 -1.08 4.15
C -0.33 -1.47 2.68
C 1.11 -1.32 2.18
P -1.50 -0.53 1.61
C -3.16 -1.07 2.18
C -3.52 -2.39 1.50
C -4.28 -0.04 2.05
C -1.18 1.23 1.94
C -1.53 1.86 3.13
C -1.18 3.19 3.35
C -0.45 3.88 2.39
C -0.10 3.27 1.19
C -0.47 1.95 0.96
N -0.17 1.24 -0.23
C 0.34 1.79 -1.44
C -0.15 2.99 -1.97
C 0.29 3.41 -3.21
C 1.17 2.63 -3.96
C 1.60 1.41 -3.48
C 1.21 0.97 -2.21
P 1.79 -0.62 -1.53
C 3.44 -0.24 -0.81
C 4.16 -1.46 -0.23
C 3.36 0.91 0.19
C 1.91 -1.82 -2.91
C 0.67 -1.69 -3.81
C 1.95 -3.23 -2.30
H 0.21 -1.78 4.73
H -1.41 -1.13 4.57
H 0.00 -0.08 4.31
H -0.65 -2.51 2.56
H 1.40 -0.27 2.20
H 1.24 -1.70 1.16
H 1.79 -1.87 2.82
H -2.99 -1.27 3.24
H -3.75 -2.25 0.44
H -4.40 -2.82 1.98
H -2.72 -3.14 1.57
H -4.55 0.14 1.01
H -4.04 0.91 2.51
H -5.16 -0.44 2.56
H -2.08 1.33 3.89
H -1.46 3.67 4.27
H -0.16 4.90 2.57
H 0.47 3.81 0.45
H -0.86 3.57 -1.41
H -0.06 4.35 -3.61
H 1.51 2.98 -4.93
H 2.27 0.81 -4.08
H 3.98 0.10 -1.70
H 3.59 -1.93 0.57
H 5.11 -1.12 0.20
H 4.39 -2.21 -0.98
H 2.89 0.59 1.12
H 2.81 1.77 -0.20
H 4.37 1.24 0.43
H 2.82 -1.64 -3.48
H -0.27 -1.54 -3.24
H 0.52 -2.61 -4.37
H 0.73 -0.85 -4.50
H 0.99 -3.48 -1.84
H 2.72 -3.37 -1.55
H 2.12 -3.96 -3.10
O -3.24 0.34 -0.86
Cl -3.13 -0.29 -2.16
O -4.26 -0.29 -2.97
O -2.59 -1.65 -1.86
O -1.93 0.37 -2.76

=====

Entry 2:
88
Properties=species:S:1:pos:R:3 method="wB97M-V/def2-TZVPD" charge=-1 multiplicity=1 orbital_gap_ev=6.575
C -2.41 1.39 2.10
C -0.93 1.35 1.74
C -0.79 1.08 0.27
C 0.63 0.96 -0.25
Nb 2.12 -0.41 0.79
C 4.02 0.57 0.02
C 4.45 0.17 -1.38
C 3.72 0.89 -2.47
C 4.29 0.50 -3.83
C 3.78 2.39 -2.34
H -2.56 1.76 3.09
H -2.95 1.97 1.38
H -2.79 0.39 2.09
H -0.49 0.59 2.34
H -0.51 2.29 2.01
H -1.39 0.22 0.02
H -1.27 1.92 -0.22
H 1.06 1.93 -0.39
H 0.55 0.54 -1.25
H 2.21 -1.69 -0.52
H 3.07 -1.57 1.85
H 2.21 0.70 2.26
H 0.65 -1.25 1.49
H 4.03 1.64 0.12
H 4.80 0.23 0.68
H 5.50 0.40 -1.50
H 4.34 -0.89 -1.53
H 2.70 0.59 -2.44
H 4.90 1.29 -4.22
H 3.51 0.35 -4.54
H 4.88 -0.38 -3.77
H 3.28 2.82 -3.19
H 4.79 2.73 -2.38
H 3.27 2.75 -1.47
C -7.62 1.38 0.16
C -8.40 0.11 -0.22
C -7.86 -1.20 0.33
F -6.61 -1.45 -0.13
F -8.66 -2.22 -0.07
F -8.53 0.04 -1.56
F -9.65 0.26 0.31
O -6.69 1.86 -0.77
C -5.42 1.33 -0.78
C -5.12 0.64 -2.11
F -6.00 -0.36 -2.32
F -3.88 0.11 -2.06
F -5.23 0.52 0.27
F -4.56 2.36 -0.66
H -8.36 2.17 0.23
H -7.17 1.29 1.15
H -7.84 -1.19 1.42
H -5.18 1.35 -2.93
C 8.11 2.06 -2.57
C 8.97 0.88 -2.10
C 9.71 1.05 -0.77
F 10.59 2.08 -0.83
F 10.40 -0.08 -0.51
F 9.84 0.54 -3.07
F 8.13 -0.17 -1.92
O 8.70 2.92 -3.53
C 9.51 3.94 -3.16
C 10.93 3.74 -3.69
F 11.46 2.60 -3.21
F 11.70 4.78 -3.27
F 9.50 4.13 -1.82
F 9.03 5.07 -3.73
H 7.26 1.63 -3.09
H 7.69 2.62 -1.74
H 9.00 1.23 0.04
H 10.92 3.71 -4.78
C -5.10 -5.28 3.71
C -6.33 -5.82 4.44
C -7.65 -5.84 3.66
F -8.01 -4.59 3.31
F -8.62 -6.36 4.46
F -6.50 -5.16 5.61
F -6.07 -7.13 4.74
O -4.75 -3.94 3.96
C -5.35 -2.94 3.25
C -6.15 -2.03 4.18
F -7.11 -2.74 4.82
F -6.77 -1.06 3.45
F -6.10 -3.44 2.24
F -4.38 -2.20 2.70
H -4.26 -5.85 4.10
H -5.14 -5.49 2.64
H -7.56 -6.45 2.76
H -5.49 -1.57 4.91

=====

Entry 3:
86
Properties=species:S:1:pos:R:3 method="wB97M-V/def2-TZVPD" charge=+1 multiplicity=5 orbital_gap_ev="11.089 / 9.443" s_squared=6.005
Fe 0.26 0.20 -1.07
P 1.87 2.26 -2.72
F 0.27 2.24 -2.84
F 2.18 2.14 -4.28
F 1.54 3.87 -2.54
F 3.47 2.35 -2.39
F 1.58 1.77 -1.19
F 1.97 0.66 -2.82
C -1.67 -2.04 4.80
C -0.54 -2.22 3.77
C -0.75 -3.37 2.83
O -0.75 -3.00 1.58
C -0.55 -1.69 1.51
O -0.40 -1.08 0.45
O -0.69 -1.19 2.80
H -1.61 -1.07 5.29
H -1.51 -2.59 5.72
H -2.69 -2.01 4.40
H 0.36 -1.98 4.33
H -1.69 -3.91 2.98
H 0.04 -4.05 3.15
C 5.42 -1.47 1.97
C 4.68 -2.33 0.80
C 3.50 -3.20 1.22
O 2.45 -2.68 0.56
C 2.83 -1.60 -0.07
O 2.09 -0.87 -0.71
O 4.04 -1.41 0.07
H 6.22 -0.85 1.57
H 5.89 -2.06 2.75
H 4.83 -0.79 2.58
H 5.16 -2.85 -0.02
H 3.31 -3.31 2.29
H 3.70 -4.22 0.89
C -4.28 0.49 -5.77
C -3.00 1.13 -5.30
C -3.36 2.37 -4.39
O -3.04 1.84 -3.11
C -2.37 0.63 -3.25
O -1.75 0.06 -2.32
O -2.31 0.20 -4.50
H -3.97 -0.12 -6.62
H -5.04 1.23 -6.02
H -4.58 -0.20 -4.98
H -2.32 1.51 -6.07
H -4.42 2.65 -4.38
H -2.72 3.21 -4.66
C 3.22 3.86 4.53
C 3.49 3.11 3.19
C 3.83 1.66 3.46
O 2.82 0.90 2.79
C 2.03 1.70 2.06
O 1.12 1.37 1.31
O 2.34 2.99 2.31
H 2.61 4.72 4.30
H 4.13 4.26 4.98
H 2.63 3.22 5.19
H 4.18 3.70 2.60
H 3.99 1.44 4.51
H 4.62 1.60 2.71
C -2.48 -5.02 -2.06
C -1.05 -4.77 -2.33
C -0.78 -4.75 -3.82
O 0.19 -3.71 -3.74
C -0.09 -2.81 -2.82
O 0.42 -1.72 -2.69
O -0.77 -3.45 -1.92
H -2.51 -5.57 -1.12
H -2.86 -5.74 -2.79
H -3.13 -4.16 -1.93
H -0.34 -5.44 -1.84
H -1.65 -4.45 -4.41
H -0.27 -5.62 -4.24
C -4.36 3.75 1.75
C -3.26 4.21 0.80
C -1.94 4.68 1.61
O -1.17 3.50 1.39
C -1.71 2.73 0.34
O -1.13 1.88 -0.33
O -2.88 3.14 -0.03
H -4.73 2.79 1.38
H -5.10 4.54 1.86
H -3.96 3.41 2.70
H -3.54 4.98 0.08
H -2.07 4.82 2.68
H -1.49 5.60 1.24

=====

Entry 4:
85
Properties=species:S:1:pos:R:3 method="wB97M-V/def2-TZVPD" charge=-1 multiplicity=1 orbital_gap_ev=10.661
P 0.56 0.27 0.03
F -0.95 0.21 -0.58
F 0.71 1.88 -0.30
F -0.05 0.62 1.41
F 2.04 0.22 0.73
F 0.35 -1.33 0.39
F 1.31 -0.02 -1.40
C -1.69 -2.76 2.63
C -2.16 -3.25 1.16
C -1.01 -3.82 0.38
O -1.56 -5.02 -0.14
C -2.81 -5.18 0.25
O -3.58 -6.03 -0.14
O -3.01 -4.30 1.23
H -2.46 -2.40 3.32
H -0.97 -1.95 2.50
H -1.20 -3.52 3.24
H -2.64 -2.41 0.65
H -0.16 -4.13 0.98
H -0.88 -3.29 -0.56
C -3.64 -0.45 -3.84
C -2.41 0.47 -4.35
C -1.11 0.01 -3.76
O -0.37 -0.32 -4.96
C -1.22 -0.12 -6.11
O -0.90 -0.16 -7.28
O -2.31 0.34 -5.76
H -4.57 0.11 -3.97
H -3.66 -0.72 -2.79
H -3.88 -1.36 -4.40
H -2.65 1.47 -3.98
H -1.19 -0.95 -3.25
H -0.61 0.81 -3.22
C -3.27 3.98 0.09
C -2.35 4.62 -0.97
C -1.38 3.63 -1.69
O -1.58 3.94 -3.11
C -2.38 4.99 -3.25
O -2.71 5.41 -4.38
O -3.09 5.15 -2.12
H -2.52 3.47 0.71
H -3.92 3.19 -0.29
H -3.87 4.68 0.67
H -1.83 5.46 -0.50
H -1.64 2.59 -1.55
H -0.36 3.73 -1.31
C 3.97 -0.80 -2.45
C 3.71 -2.20 -2.93
C 2.43 -2.52 -3.66
O 2.79 -3.26 -4.79
C 4.07 -3.01 -5.04
O 4.58 -3.19 -6.18
O 4.55 -2.26 -4.08
H 5.05 -0.68 -2.53
H 3.81 -0.68 -1.37
H 3.41 -0.02 -2.96
H 3.99 -2.86 -2.11
H 1.78 -1.66 -3.79
H 1.81 -3.08 -2.96
C 0.26 1.94 4.43
C 0.19 3.49 4.41
C -0.80 3.93 3.39
O -1.62 4.73 4.16
C -1.21 4.76 5.46
O -1.81 5.43 6.34
O -0.21 4.02 5.63
H 1.08 1.76 5.14
H 0.27 1.36 3.51
H -0.64 1.67 4.99
H 1.17 3.83 4.07
H -1.33 3.08 2.96
H -0.27 4.38 2.55
C 4.55 -1.98 3.18
C 3.10 -1.46 3.50
C 1.98 -2.43 3.00
O 1.21 -2.67 4.14
C 1.70 -1.99 5.15
O 1.23 -1.94 6.27
O 2.90 -1.52 4.88
H 4.85 -1.92 2.13
H 4.83 -2.98 3.52
H 5.25 -1.25 3.58
H 3.11 -0.46 3.06
H 2.44 -3.38 2.75
H 1.38 -1.94 2.23

=====

Entry 5:
70
Properties=species:S:1:pos:R:3 method="wB97M-V/def2-TZVPD" multiplicity=5 orbital_gap_ev="3.801 / 6.549" s_squared=6.067
C 2.81 1.17 3.02
C 1.99 1.15 1.85
N 0.90 0.28 1.81
C 0.50 -0.35 2.92
C 1.14 -0.12 4.14
C 2.32 0.62 4.19
C 2.26 1.92 0.70
P 0.97 1.94 -0.61
Ir -0.11 0.00 -0.09
P -0.97 -1.80 1.08
C -0.73 -1.22 2.82
C -0.88 -0.34 -1.91
C -1.48 0.73 -2.59
C -2.03 0.52 -3.86
C -1.96 -0.74 -4.45
C -1.35 -1.80 -3.78
C -0.78 -1.60 -2.51
O 4.47 0.29 -0.70
O 2.52 -1.13 -1.77
H 3.70 1.80 2.98
H 0.68 -0.57 5.02
H 2.82 0.79 5.14
C 0.17 3.45 -0.09
C 1.66 2.16 -2.26
H -0.66 -2.09 3.49
H -1.62 -0.63 3.09
H 3.83 0.84 -0.22
H 3.11 2.64 0.72
C -2.71 -2.17 0.89
C -0.06 -3.38 1.02
H -1.50 1.72 -2.16
H -2.52 1.36 -4.34
H -2.41 -0.90 -5.44
H -1.31 -2.79 -4.23
H -0.33 -2.42 -1.96
H 1.32 -0.71 -1.07
H 2.46 -1.18 -2.77
H 3.28 -0.51 -1.68
H 4.84 -0.28 0.04
H 0.83 -1.29 -0.19
H 0.90 4.26 -0.17
H -0.70 3.57 -0.72
H -0.14 3.31 0.96
H 2.36 3.01 -2.27
H 2.17 1.27 -2.67
H 0.82 2.40 -2.91
H -0.45 -4.05 1.79
H -0.19 -3.82 0.02
H 1.01 -3.19 1.19
H -2.93 -3.18 1.27
H -3.32 -1.43 1.41
H -2.97 -2.13 -0.18
C -7.56 1.19 4.26
C -6.42 1.30 3.29
C -6.67 1.19 1.92
C -5.64 1.28 0.99
C -4.33 1.48 1.43
C -4.06 1.61 2.80
C -5.10 1.51 3.72
S -3.04 1.47 0.19
O -3.48 0.44 -0.73
O -2.88 2.82 -0.34
O -1.83 1.06 1.01
H -8.30 1.98 4.09
H -8.08 0.23 4.14
H -7.19 1.26 5.28
H -7.70 1.03 1.56
H -5.82 1.19 -0.07
H -3.03 1.80 3.12
H -4.90 1.59 4.78

=====

Entry 6:
64
Properties=species:S:1:pos:R:3 method="wB97M-V/def2-TZVPD" multiplicity=1 orbital_gap_ev=6.768
C 0.52 2.74 0.97
C -0.50 3.19 0.09
C -1.75 2.91 0.68
H -0.32 3.70 -0.86
C -1.53 2.29 1.95
C -0.10 2.18 2.11
H 0.38 1.92 3.05
H 1.59 2.87 0.83
H -2.71 3.23 0.29
H -2.28 2.19 2.72
Mg -0.98 0.04 0.88
C -0.92 -1.05 -1.08
H -1.92 -0.95 -0.58
H -0.34 -1.92 -0.72
H -1.22 -1.34 -2.11
Si 0.41 0.57 -1.85
C 1.88 -0.21 -2.67
C 2.88 0.68 -3.11
H 2.78 1.75 -2.91
C 3.95 0.24 -3.88
H 4.71 0.96 -4.25
C 4.04 -1.10 -4.26
H 4.85 -1.44 -4.92
C 3.05 -2.01 -3.82
H 3.08 -3.06 -4.13
C 2.01 -1.57 -2.98
H 1.25 -2.26 -2.61
C -1.02 1.32 -2.85
C -0.54 2.01 -3.97
H 0.45 1.75 -4.35
C -1.25 3.09 -4.51
H -0.80 3.66 -5.33
C -2.48 3.46 -3.95
H -3.00 4.35 -4.33
C -3.02 2.71 -2.89
H -3.98 3.00 -2.44
C -2.30 1.61 -2.38
H -2.76 1.02 -1.58
H 0.75 0.43 -0.35
H 0.96 1.96 -1.84
C 1.93 -2.58 0.64
P 1.06 -1.93 2.10
C 1.97 -2.86 3.41
C -0.51 -2.99 2.14
C -1.52 -2.45 3.17
P -1.49 -0.60 3.28
C -3.01 -0.22 4.21
C -0.23 -0.32 4.58
H 2.00 -3.67 0.68
H 2.94 -2.14 0.65
H 1.46 -2.28 -0.30
H 2.89 -2.31 3.65
H 1.38 -2.97 4.32
H 2.21 -3.86 3.04
H -0.95 -3.01 1.13
H -0.20 -4.01 2.40
H -2.55 -2.73 2.90
H -1.33 -2.82 4.19
H -3.25 -1.07 4.87
H -2.86 0.69 4.80
H -3.82 -0.07 3.49
H -0.23 -1.15 5.29
H 0.78 -0.19 4.16
H -0.49 0.60 5.12

=====

| no. | total energy (eV) |
| --- | --- |
| 1 | -67512.8269 |
| 2 | -98378.7331 |
| 3 | -122305.5772 |
| 4 | -87928.0972 |
| 5 | -69445.6259 |
| 6 | -57368.5868 |